# 1
ORCA calculation (ωB97M-V with the def2-TZVPD basis set) on C18H18N2O in the gas phase.

XYZ file:
```
39
Properties=species:S:1:pos:R:3:forces:R:3
C 0.7554 -0.6020 -3.0035 -4.2 1.6 2.1
N 0.1937 -1.8209 -2.4757 -1.5 -2.1 0.5
C 0.9558 -2.6763 -1.5831 1.1 -0.6 -1.9
C 1.1580 -1.9592 -0.1998 -1.3 -1.2 -0.4
C -0.1772 -1.2471 0.2470 0.7 2.2 1.0
C -0.2565 0.0148 0.9321 0.1 -2.1 -1.7
C 0.9860 0.7183 1.4044 0.1 -1.5 0.5
C 2.1300 0.0923 1.9689 0.3 1.1 -1.0
C 3.3164 0.8701 1.9394 -0.7 0.0 0.5
C 3.4338 2.1707 1.4978 -2.3 1.1 -0.3
C 2.2104 2.7846 1.0693 2.6 -0.2 0.3
C 1.0855 2.0880 1.1170 -3.7 -1.8 -1.2
O -0.0507 2.7256 0.5180 0.5 0.0 0.4
C -1.3408 2.2595 0.7486 3.5 -1.2 0.3
N -2.2538 3.1261 0.7568 -3.1 2.3 -0.5
C -3.5208 2.7207 0.9315 -0.8 -1.1 1.0
C -3.8226 1.3840 1.3106 2.3 0.6 -0.9
C -2.7800 0.4411 1.3633 1.0 2.5 -0.9
C -1.4996 0.9211 0.9826 0.0 -3.9 1.1
C -1.3097 -2.0454 -0.3786 -1.5 3.2 0.5
C -1.2077 -1.9187 -1.9557 1.3 -2.4 -0.2
H 0.0529 -0.1137 -3.7242 0.3 -0.7 0.4
H 0.8206 0.1671 -2.2079 0.8 0.0 -0.3
H 1.6036 -0.7786 -3.5271 2.9 -0.6 -1.2
H 0.4035 -3.6620 -1.6063 0.5 0.9 0.6
H 1.9442 -2.9439 -2.1521 -1.3 0.6 1.6
H 1.8775 -1.2496 -0.4877 1.2 1.2 0.5
H 1.5762 -2.7323 0.4672 -0.2 0.7 0.3
H 2.2340 -0.9591 2.3393 -0.6 1.1 -0.6
H 4.1789 0.4372 2.3310 1.4 -0.8 0.6
H 4.3223 2.7970 1.5724 0.0 -0.6 -0.2
H 2.0457 3.6566 0.4984 0.7 1.5 0.0
H -4.3631 3.4538 0.8864 1.1 -0.5 -0.1
H -4.7760 0.9978 1.4494 -1.8 0.0 0.4
H -2.9395 -0.5724 1.6467 -0.1 -0.5 0.2
H -1.2856 -2.9882 0.1505 0.1 -0.9 -0.8
H -2.3230 -1.6193 -0.0721 1.2 -0.4 -0.5
H -1.7249 -2.8590 -2.3657 0.8 1.2 0.2
H -1.6529 -1.0787 -2.3891 -1.5 1.4 0.1
```
Positions in Å, forces in eV/Å.

The charge is 0. The largest force on an atom is 4.91 eV/Å. The gap between HOMO and LUMO is 0.2968 Ha. As for the multiplicity: 1.



# 2
ORCA calculation (ωB97M-V with the def2-TZVPD basis set) on C18H18N2O3S in the gas phase.

XYZ file:
```
42
Properties=species:S:1:pos:R:3:forces:R:3
C 4.8999 0.7425 1.5193 -0.3 0.2 -0.3
C 4.4586 1.8440 0.5732 0.5 0.2 0.2
O 3.4949 1.3010 -0.3353 -0.1 -0.3 0.2
C 3.4256 1.8173 -1.5547 -0.1 0.0 -0.4
O 4.1122 2.7076 -1.9760 0.0 0.1 -0.1
C 2.3410 1.1254 -2.3767 0.1 0.4 0.0
N 1.9793 -0.1613 -1.8327 -0.3 -0.1 0.0
C 2.8460 -1.1976 -1.9214 0.1 -0.3 0.0
N 2.6799 -2.3536 -1.3868 0.6 -0.3 -0.2
C 1.5394 -2.5134 -0.6830 -0.6 0.3 0.1
S 1.1622 -3.9725 0.1547 -0.1 0.4 -0.1
C -0.3169 -3.2761 0.7123 0.2 0.0 -0.1
C -0.5325 -2.0024 0.2814 0.1 -0.4 0.1
C -1.7317 -1.2351 0.6273 -0.3 0.1 0.2
C -2.1755 -1.1899 1.9441 0.1 0.0 -0.2
C -3.3107 -0.4713 2.2646 -0.1 0.0 0.0
C -4.0317 0.2085 1.2927 0.1 -0.1 0.1
C -5.2558 0.9868 1.6654 0.0 0.0 0.0
C -3.5976 0.1553 -0.0356 0.1 -0.1 0.0
C -4.3524 0.8722 -1.1124 0.0 0.0 0.0
C -2.4580 -0.5662 -0.3508 -0.1 0.0 0.2
C 0.5509 -1.5454 -0.5325 0.3 -0.5 0.0
C 0.7664 -0.2386 -1.1060 0.2 0.0 -0.1
O 0.0519 0.7382 -1.0294 -0.1 0.2 0.1
H 5.6145 1.1407 2.2334 0.1 0.0 0.1
H 5.3651 -0.0692 0.9655 0.1 -0.1 0.0
H 4.0416 0.3480 2.0567 0.0 -0.1 0.1
H 5.2979 2.2463 -0.0036 -0.2 0.0 0.1
H 3.9820 2.6648 1.1193 0.1 -0.1 -0.1
H 2.6766 1.0421 -3.4129 0.0 0.0 0.2
H 1.4410 1.7531 -2.3353 0.3 -0.1 -0.1
H 3.7481 -1.0286 -2.4937 0.1 0.2 -0.1
H -0.9691 -3.8678 1.3240 -0.2 -0.1 0.1
H -1.6190 -1.7009 2.7161 0.1 0.0 0.1
H -3.6423 -0.4340 3.2929 0.0 0.0 0.1
H -5.1369 2.0369 1.4001 -0.1 0.1 0.0
H -5.4457 0.9191 2.7336 0.0 0.0 0.0
H -6.1285 0.6089 1.1334 -0.1 0.0 0.0
H -5.3810 0.5161 -1.1661 -0.1 0.0 -0.1
H -4.3815 1.9419 -0.9087 -0.1 0.1 -0.1
H -3.8795 0.7194 -2.0786 0.0 0.0 -0.1
H -2.1288 -0.6122 -1.3777 0.0 0.0 -0.1
```
Positions in Å, forces in eV/Å.

The charge is 0. The largest force on an atom is 0.72 eV/Å. The gap between HOMO and LUMO is 0.3142 Ha. As for the multiplicity: 1.



# 3
ORCA calculation (ωB97M-V with the def2-TZVPD basis set) on C18H18N2O3S in the gas phase.

XYZ file:
```
42
Properties=species:S:1:pos:R:3:forces:R:3
C 1.5526 3.3888 6.2478 0.0 0.1 0.0
C 1.8914 2.4710 5.1141 0.0 -0.1 0.0
C 1.0987 2.4384 3.9718 0.0 0.0 0.0
C 1.4093 1.6079 2.9126 0.0 0.1 0.1
C 2.5400 0.8082 2.9780 0.1 -0.3 -0.3
S 2.9661 -0.2833 1.6365 0.0 0.2 -0.2
C 3.1370 0.9381 0.2717 0.1 -0.2 0.3
C 3.2322 0.2091 -1.0630 0.1 0.2 0.1
N 2.0392 -0.5495 -1.3432 0.1 -0.2 0.2
C 1.0807 -0.0993 -2.1909 0.1 -0.1 0.0
O 1.2092 0.9142 -2.8518 0.0 0.2 -0.1
C -0.1165 -0.9700 -2.2626 -0.5 0.1 -0.3
C -1.1284 -0.6393 -3.0717 0.8 0.2 0.3
C -2.3703 -1.3592 -3.2756 -0.6 -0.3 -0.1
C -2.6568 -2.5739 -2.6406 0.0 0.2 -0.2
C -3.8500 -3.2238 -2.8672 -0.3 -0.1 -0.1
C -4.7802 -2.6638 -3.7372 1.2 0.7 0.2
N -6.0270 -3.3417 -3.9745 -0.6 -0.3 -0.1
O -6.8143 -2.8229 -4.7380 -0.2 0.1 -0.1
O -6.2166 -4.3916 -3.3962 -0.1 -0.2 0.1
C -4.5201 -1.4584 -4.3805 -0.4 -0.3 0.0
C -3.3230 -0.8172 -4.1478 0.3 -0.1 0.2
C 3.3362 0.8205 4.1121 0.0 0.0 -0.1
C 3.0082 1.6466 5.1712 -0.1 0.1 0.1
H 1.9899 3.0358 7.1784 0.0 0.0 0.1
H 0.4749 3.4702 6.3709 -0.1 0.0 0.1
H 1.9429 4.3871 6.0468 0.0 0.1 0.1
H 0.2199 3.0645 3.9147 -0.1 0.1 0.0
H 0.7692 1.5786 2.0428 0.0 0.0 -0.1
H 4.0393 1.5201 0.4584 0.0 0.1 -0.1
H 2.2660 1.5913 0.2877 0.0 0.0 -0.1
H 3.3401 0.9413 -1.8680 0.1 -0.1 0.1
H 4.0946 -0.4638 -1.0600 0.0 0.1 -0.1
H 1.8488 -1.3251 -0.7277 -0.2 0.1 -0.1
H -0.1210 -1.8536 -1.6421 -0.1 -0.1 0.1
H -1.0092 0.2744 -3.6426 0.1 0.1 0.0
H -1.9383 -3.0130 -1.9674 0.1 -0.1 0.1
H -4.0811 -4.1611 -2.3843 0.0 0.0 0.0
H -5.2600 -1.0485 -5.0509 0.0 0.0 0.0
H -3.1114 0.1182 -4.6436 0.0 0.1 0.0
H 4.2051 0.1820 4.1594 0.1 0.0 0.0
H 3.6327 1.6525 6.0528 0.0 0.0 0.1
```
Positions in Å, forces in eV/Å.

The charge is 0. The largest force on an atom is 1.43 eV/Å. The gap between HOMO and LUMO is 0.2793 Ha. As for the multiplicity: 1.



# 4
ORCA calculation (ωB97M-V with the def2-TZVPD basis set) on C18H18N2O4S in the gas phase.

XYZ file:
```
43
Properties=species:S:1:pos:R:3:forces:R:3
C 6.3038 0.7261 -1.5657 -0.4 0.1 0.2
C 5.2721 1.6671 -0.9589 0.6 0.2 0.1
O 4.0113 1.0228 -0.7952 -0.3 -0.1 -0.1
C 3.8531 0.2734 0.3048 0.1 -0.1 0.3
O 4.7116 0.1557 1.1520 0.1 0.1 -0.1
C 2.5406 -0.3729 0.3604 -0.3 -0.2 0.1
C 2.1232 -1.2093 1.3964 0.2 0.1 -0.1
C 2.8141 -1.6147 2.6434 0.1 0.0 0.1
N 0.8873 -1.6451 1.1003 0.0 -0.1 0.2
C 0.4597 -1.1124 -0.1012 0.6 0.7 -0.5
C -0.8189 -1.4249 -0.6950 -0.2 -0.2 0.0
O -1.2440 -0.9262 -1.7141 0.2 0.0 0.1
C -1.6256 -2.4865 0.0595 -0.8 0.1 -0.4
S -3.2107 -2.7864 -0.7778 0.2 -0.5 0.0
C -3.9556 -1.2935 -0.3488 0.4 0.4 0.7
N -3.5048 -0.4472 0.5192 0.3 -0.5 -0.2
C -4.4482 0.5570 0.5357 -0.9 0.1 -0.6
C -4.5230 1.7363 1.2617 0.0 -0.2 -0.1
C -5.6296 2.5359 1.0509 0.0 0.2 0.1
C -6.6328 2.1836 0.1501 0.0 0.1 0.0
C -6.5741 1.0114 -0.5839 0.1 -0.4 -0.2
C -5.4688 0.2134 -0.3734 0.4 0.9 0.9
O -5.1335 -0.9848 -0.9320 -0.1 -0.3 -0.3
C 1.4857 -0.3057 -0.5867 -0.4 -0.3 0.2
C 1.4687 0.4603 -1.8554 -0.2 0.0 -0.3
H 7.2328 1.2628 -1.7352 0.1 0.0 0.0
H 6.4938 -0.1015 -0.8866 0.1 0.0 0.0
H 5.9427 0.3312 -2.5125 0.0 0.0 -0.1
H 5.0744 2.5132 -1.6204 0.0 -0.1 0.1
H 5.6184 2.0268 0.0158 -0.1 0.0 -0.2
H 3.8251 -1.2198 2.6392 0.0 -0.1 0.1
H 2.2858 -1.2240 3.5132 0.0 0.0 0.1
H 2.8488 -2.7006 2.7261 0.0 -0.1 0.0
H 0.3417 -2.2486 1.6933 0.1 0.1 0.0
H -1.8566 -2.1514 1.0704 0.1 0.0 0.0
H -1.0979 -3.4401 0.0726 0.0 0.0 0.0
H -3.7454 2.0069 1.9568 0.1 0.0 0.1
H -5.7229 3.4617 1.5988 0.0 0.1 0.0
H -7.4782 2.8419 0.0203 -0.1 0.0 0.0
H -7.3449 0.7316 -1.2832 -0.1 0.0 -0.1
H 1.5847 1.5228 -1.6495 0.0 0.1 -0.1
H 0.5329 0.2936 -2.3790 0.0 0.1 0.0
H 2.3033 0.1602 -2.4861 0.0 0.0 -0.1
```
Positions in Å, forces in eV/Å.

The charge is 0. The largest force on an atom is 1.30 eV/Å. The gap between HOMO and LUMO is 0.3209 Ha. As for the multiplicity: 1.



# 5
ORCA calculation (ωB97M-V with the def2-TZVPD basis set) on C18H18N2O5 in the gas phase.

XYZ file:
```
43
Properties=species:S:1:pos:R:3:forces:R:3
C -5.5016 -1.8685 1.1783 0.1 0.4 -0.2
C -5.7492 -0.5198 0.5073 -0.3 -0.4 0.1
O -4.6151 0.3196 0.5367 0.3 0.2 0.0
C -3.5722 0.0788 -0.2999 0.1 0.1 0.0
C -3.5427 -0.8577 -1.3183 -0.1 0.1 0.2
C -2.4163 -0.9959 -2.1254 0.1 -0.1 -0.1
C -1.3145 -0.2054 -1.9213 0.0 0.1 0.1
C -1.3105 0.7575 -0.9001 -0.6 -0.2 0.1
C -0.1189 1.5424 -0.6980 0.6 0.4 0.0
N -0.0301 2.4238 0.2277 -0.7 -0.4 0.0
N 1.1365 3.0865 0.4620 0.1 0.7 0.0
C 2.4420 2.6865 0.3394 0.1 -0.1 0.0
O 3.3313 3.5012 0.4734 0.1 0.0 -0.1
C 2.6802 1.2336 0.1136 0.3 -0.3 0.1
C 3.5818 0.8282 -0.8660 -0.1 0.2 0.1
C 3.8169 -0.5149 -1.0762 -0.1 -0.2 0.1
C 3.1621 -1.4731 -0.3111 0.0 0.0 0.0
C 2.2538 -1.0682 0.6749 0.0 0.0 0.0
C 2.0324 0.2830 0.8925 0.2 -0.1 -0.1
O 1.5569 -1.9690 1.4363 0.2 0.4 0.1
C 1.5731 -3.2752 0.9050 0.3 -0.4 -0.3
C 2.9914 -3.6526 0.4807 -0.4 -0.2 0.5
O 3.4381 -2.7930 -0.5450 0.0 0.4 -0.2
C -2.4430 0.9043 -0.0845 0.0 -0.1 -0.1
O -2.5075 1.8025 0.9067 -0.1 0.0 0.1
H -5.1739 -1.7120 2.2027 0.0 0.0 0.1
H -4.7317 -2.4296 0.6543 0.0 -0.1 0.0
H -6.4200 -2.4493 1.1848 -0.1 -0.1 0.0
H -6.5075 0.0360 1.0656 0.1 -0.1 -0.2
H -6.1093 -0.6543 -0.5207 0.0 0.1 0.1
H -4.3935 -1.4927 -1.5062 -0.1 0.0 0.1
H -2.4197 -1.7347 -2.9120 0.0 -0.1 -0.1
H -0.4361 -0.3140 -2.5398 0.1 0.0 -0.1
H 0.7143 1.3175 -1.3652 0.0 0.1 0.1
H 0.9970 4.0214 0.8291 0.1 -0.3 -0.1
H 4.0910 1.5735 -1.4564 0.1 0.1 0.0
H 4.5127 -0.8513 -1.8278 0.1 -0.1 -0.1
H 1.3451 0.5652 1.6747 -0.1 0.0 0.1
H 1.2051 -3.9345 1.6922 0.0 0.0 -0.1
H 0.9058 -3.3314 0.0337 0.0 0.0 0.1
H 3.0297 -4.6646 0.0752 0.0 0.1 0.1
H 3.6602 -3.5766 1.3488 0.0 0.0 -0.1
H -1.6495 2.2786 0.9426 0.0 0.0 0.0
```
Positions in Å, forces in eV/Å.

The charge is 0. The largest force on an atom is 0.85 eV/Å. The gap between HOMO and LUMO is 0.3066 Ha. As for the multiplicity: 1.



| no. | molar mass (g/mol) |
| --- | --- |
| 1 | 278.4 |
| 2 | 342.4 |
| 3 | 342.4 |
| 4 | 358.4 |
| 5 | 342.4 |